Here is a molecular structure, C40H46As2N5O8Se2Zn at a distorted geometry from OMol25. Energies are from ωB97M-V/def2-TZVPD.

Structure (XYZ):
```
104
Properties=species:S:1:pos:R:3
Zn -1.01 -1.63 0.16
C -3.69 0.43 0.65
N -3.15 -0.02 -0.63
C -3.05 1.11 -1.54
C -3.79 -1.16 -1.16
C -4.50 -1.17 -2.36
C -5.05 -2.35 -2.85
C -4.87 -3.54 -2.16
C -4.14 -3.56 -0.99
C -3.60 -2.38 -0.46
N -2.75 -2.31 0.62
C -2.86 -3.03 1.77
C -4.00 -3.77 2.12
C -4.08 -4.44 3.32
C -3.04 -4.37 4.23
C -1.95 -3.57 3.95
C -1.82 -2.92 2.73
N -0.74 -1.98 2.46
C 0.59 -2.47 2.85
C -1.07 -0.75 3.20
H -4.63 0.97 0.50
H -3.88 -0.43 1.29
H -2.96 1.09 1.13
H -2.39 1.85 -1.09
H -2.63 0.77 -2.48
H -4.03 1.57 -1.72
H -4.68 -0.26 -2.91
H -5.60 -2.33 -3.78
H -5.31 -4.45 -2.54
H -3.97 -4.49 -0.47
H -4.85 -3.75 1.45
H -4.96 -5.02 3.56
H -3.10 -4.89 5.17
H -1.20 -3.45 4.72
H 1.09 -2.91 1.99
H 0.53 -3.22 3.64
H 1.20 -1.65 3.23
H -0.84 -0.87 4.26
H -0.51 0.11 2.81
H -2.13 -0.54 3.09
Se -1.21 -1.95 -2.59
Se 0.99 -1.70 -3.14
C 1.78 -1.08 -1.51
C 3.13 -0.73 -1.63
C 3.81 -0.33 -0.50
C 3.11 -0.21 0.69
C 1.76 -0.51 0.69
N 1.11 -1.00 -0.37
C -0.89 -3.73 -1.90
C -0.90 -4.86 -2.70
C -0.51 -6.06 -2.13
C -0.13 -6.08 -0.79
C -0.17 -4.90 -0.08
N -0.51 -3.74 -0.62
H 3.60 -0.79 -2.60
H 4.87 -0.11 -0.55
H 3.58 0.12 1.60
H 1.17 -0.38 1.58
H -1.21 -4.80 -3.73
H -0.49 -6.97 -2.72
H 0.18 -6.99 -0.31
H 0.10 -4.88 0.97
C 1.93 1.00 4.65
O 1.90 1.24 3.24
C 1.73 2.52 2.90
O 1.44 3.40 3.67
C 1.83 2.79 1.44
C 2.91 3.43 0.98
As 3.17 4.38 -0.69
C 4.64 3.23 -1.36
C 1.84 3.43 -1.75
C 0.82 2.67 -1.36
As 0.21 2.31 0.47
C -0.64 4.08 0.69
C 0.04 1.93 -2.36
O -0.18 0.74 -2.21
O -0.37 2.66 -3.38
C -0.91 2.02 -4.52
C 2.14 3.67 -3.19
O 2.27 2.84 -4.05
O 2.30 4.99 -3.34
C 2.51 5.51 -4.65
C 4.05 3.61 1.90
O 4.30 2.89 2.83
O 4.81 4.64 1.52
C 5.98 4.90 2.29
H 0.93 1.08 5.07
H 2.58 1.74 5.13
H 2.34 0.00 4.78
H 5.55 3.40 -0.79
H 4.84 3.46 -2.41
H 4.35 2.18 -1.27
H 0.04 4.87 0.37
H -0.88 4.24 1.75
H -1.56 4.15 0.11
H -0.24 2.24 -5.36
H -1.90 2.45 -4.71
H -0.97 0.94 -4.37
H 3.04 6.45 -4.51
H 1.55 5.69 -5.13
H 3.10 4.81 -5.25
H 6.45 5.77 1.84
H 6.64 4.03 2.26
H 5.71 5.10 3.33
```

HOMO energy   -9.0 eV
Multiplicity   1
ΔE to the lowest compared entry with this formula, charge and spin   0.000 eV
Net charge   +1
HOMO-LUMO gap   6.58 eV